# C23H59N8O12Zn

A structure of composition C23H59N8O12Zn in a non-equilibrium geometry (ωB97M-V with the def2-TZVPD basis set, the Open Molecules 2025 dataset).

Atoms and positions in Å:
C 4.673 8.851 2.655
N 4.972 8.635 1.115
C 4.011 7.585 0.525
C 4.629 9.983 0.366
C 6.452 8.150 1.044
C 7.006 7.548 -0.279
O 6.746 8.407 -1.356
H 5.518 9.195 3.252
H 4.270 7.894 2.985
H 3.873 9.572 2.824
H 3.065 8.058 0.789
H 4.164 6.593 0.950
H 4.170 7.412 -0.539
H 3.599 10.339 0.369
H 4.832 9.643 -0.650
H 5.208 10.827 0.741
H 6.504 7.446 1.875
H 6.997 9.067 1.268
H 6.434 6.626 -0.388
H 8.060 7.267 -0.292
H 6.548 7.844 -2.107
Zn 3.479 0.648 -1.633
O 0.875 -1.573 -1.932
C -0.216 -1.701 -1.095
C -0.256 -0.699 0.209
O 0.727 0.370 0.216
H -0.422 -2.727 -0.787
H -1.075 -1.349 -1.666
H -0.074 -1.396 1.027
H -1.267 -0.323 0.363
C 6.785 -5.460 -4.090
C 7.605 -4.187 -4.237
O 8.384 -3.927 -5.503
O 5.548 -5.309 -4.731
H 6.622 -5.615 -3.023
H 7.339 -6.330 -4.442
H 8.309 -3.913 -3.451
H 7.091 -3.229 -4.163
H 8.943 -3.151 -5.415
H 5.069 -4.563 -4.364
O -1.509 -9.494 3.782
C -0.555 -8.790 3.839
N -0.708 -7.457 3.985
C 0.876 -9.411 3.924
H -1.663 -7.140 4.072
H -0.010 -6.778 4.252
H 1.632 -8.854 4.478
H 1.129 -9.699 2.903
H 0.628 -10.303 4.499
O 1.986 3.182 7.735
C 1.638 2.295 7.014
N 1.799 2.445 5.693
C 0.821 1.076 7.489
H 2.493 3.107 5.378
H 1.598 1.775 4.965
H 0.404 0.587 6.608
H -0.045 1.588 7.909
H 1.196 0.508 8.340
O -3.064 -4.166 -9.249
C -2.268 -3.772 -8.373
N -2.313 -2.470 -8.099
C -1.348 -4.652 -7.537
H -3.117 -2.015 -8.506
H -2.130 -2.325 -7.116
H -1.369 -5.582 -8.106
H -1.787 -4.858 -6.561
H -0.334 -4.279 -7.390
O -6.396 -7.031 -2.102
C -5.234 -6.724 -2.308
N -5.048 -5.528 -2.881
C -4.039 -7.628 -2.017
H -4.128 -5.123 -2.785
H -5.732 -4.941 -3.336
H -3.703 -7.438 -0.998
H -3.126 -7.534 -2.605
H -4.562 -8.583 -1.994
O -5.742 -3.680 3.837
C -6.830 -3.452 3.409
N -6.960 -2.516 2.440
C -7.917 -4.404 3.671
H -6.153 -2.000 2.119
H -7.889 -2.309 2.104
H -8.652 -4.458 2.868
H -8.351 -4.037 4.601
H -7.547 -5.422 3.794
O -3.403 2.700 -5.618
C -2.484 3.205 -5.059
N -1.320 3.033 -5.614
C -2.539 3.975 -3.721
H -1.226 2.501 -6.468
H -0.486 3.517 -5.312
H -1.678 3.697 -3.114
H -3.471 3.664 -3.250
H -2.454 5.023 -4.008
O -6.204 4.048 6.443
C -6.073 3.897 5.189
N -7.090 4.007 4.436
C -4.704 3.668 4.557
H -7.978 4.086 4.911
H -7.075 3.781 3.451
H -4.046 4.530 4.448
H -4.895 3.493 3.498
H -4.047 2.955 5.054

Calculated values
total charge	+1
HOMO-LUMO gap	4.7	eV